Entry 1:
{
  "formula": "C5H14NO",
  "method": "wB97M-V/def2-TZVPD",
  "multiplicity": 2,
  "homo_energy_ev": [-19.8304, -19.8059],
  "e_lumo_ev": [-7.1226, -13.9549],
  "total_charge": 2,
  "homo_lumo_gap_ha": [0.4670, 0.2150],
  "symbols": ["C", "C", "C", "C", "C", "O", "N", "H", "H", "H", "H", "H", "H", "H", "H", "H", "H", "H", "H", "H", "H"],
  "positions_angstrom": [[-0.01266, 2.38833, -0.07125], [0.32449, 0.93577, -0.01508], [-0.85733, 0.19299, -0.62787], [-0.83636, -1.40510, -0.45703], [-0.73932, -2.02930, 0.94007], [0.59025, -2.01228, 1.45400], [1.72651, 0.60741, -0.77020], [-0.94783, 2.82311, 0.07944], [0.46326, 2.77283, -1.05516], [0.47014, 2.84233, 0.76897], [0.46398, 0.60040, 1.06892], [-1.12734, 0.59507, -1.58945], [-1.79789, 0.50776, -0.18526], [-0.14031, -1.91172, -1.16999], [-1.79853, -1.97643, -0.79284], [-1.10214, -1.22404, 1.57775], [-1.33209, -2.93569, 1.18809], [0.59363, -2.22555, 2.30833], [2.05631, -0.33626, -0.32695], [2.37355, 1.34027, -0.58915], [1.62966, 0.45010, -1.73534]],
  "forces_ev_per_a": [[4.00, 1.27, -1.60], [-1.14, -1.35, 0.78], [-0.34, -1.99, 0.87], [-1.48, -1.97, -1.56], [2.34, 0.74, -1.61], [-1.55, 1.68, -6.60], [-1.97, -2.65, 3.82], [-2.27, -0.46, -0.41], [-1.03, -0.05, 1.60], [1.06, 0.68, 0.24], [0.33, 0.40, -1.55], [0.65, -0.66, -1.17], [0.18, 0.27, 1.09], [0.16, 0.44, 0.75], [1.03, 1.81, 0.22], [-1.09, 0.85, 1.21], [0.33, 0.22, 0.20], [0.34, -2.27, 6.50], [-0.23, 2.27, -1.09], [1.00, 0.81, 0.24], [-0.32, -0.01, -1.89]],
  "nbo_charge": [-0.67, -0.01, -0.46, -0.48, -0.11, -0.26, -0.69, 0.29, 0.24, 0.25, 0.21, 0.28, 0.27, 0.28, 0.30, 0.35, 0.33, 0.51, 0.45, 0.46, 0.44]
}

Entry 2:
{
  "formula": "C6H9FN2",
  "method": "wB97M-V/def2-TZVPD",
  "homo_energy_ev": -7.5662,
  "e_lumo_ev": 0.9381,
  "homo_lumo_gap_ha": 0.3125,
  "symbols": ["C", "C", "C", "C", "C", "C", "N", "N", "F", "H", "H", "H", "H", "H", "H", "H", "H", "H"],
  "positions_angstrom": [[-0.97980, 0.06283, 1.49722], [-0.47959, 0.65272, 0.35229], [-0.05162, -1.16975, -0.46117], [0.57607, 1.87762, -1.45655], [-0.50451, -3.33215, 0.42848], [-0.37933, 1.93427, -0.28194], [-0.96920, -1.30601, 1.68448], [-0.46982, -1.91196, 0.52849], [0.41444, -1.59733, -1.60306], [-1.36559, 0.81432, 2.18025], [0.19877, 1.17068, -2.12181], [1.62251, 1.77701, -1.15213], [0.67633, 2.88262, -1.88106], [0.49503, -3.63246, 0.47025], [-0.99551, -3.77898, 1.32633], [-1.05410, -3.72730, -0.49480], [-1.27555, 2.34824, -0.88154], [-0.02097, 2.54078, 0.49925]],
  "forces_ev_per_a": [[1.17, -0.24, -2.22], [-0.26, -6.79, -0.44], [-1.75, 5.64, 3.11], [1.97, 2.41, 1.39], [-2.06, -1.72, 0.30], [-0.83, 0.27, -2.64], [-0.11, 1.00, -0.61], [-0.48, 1.83, -0.46], [0.07, -0.72, -0.04], [-0.17, -0.87, 0.75], [-0.05, -1.12, -1.39], [-0.12, -1.10, 0.02], [-0.71, -0.14, -0.48], [1.53, -1.02, -0.36], [0.23, 0.71, -0.71], [0.93, 0.85, 1.18], [0.45, -0.63, 1.92], [0.18, 1.64, 0.68]],
  "nbo_charge": [-0.09, -0.03, 0.56, -0.58, -0.43, -0.50, -0.37, -0.22, -0.30, 0.22, 0.21, 0.21, 0.21, 0.21, 0.25, 0.22, 0.21, 0.23]
}

Entry 3:
{
  "formula": "C3H5NO3",
  "method": "wB97M-V/def2-TZVPD",
  "multiplicity": 2,
  "homo_energy_ev": [-15.4425, -15.4053],
  "e_lumo_ev": [-5.1101, -9.9236],
  "total_charge": 1,
  "homo_lumo_gap_ha": [0.3797, 0.2015],
  "symbols": ["O", "C", "C", "N", "C", "O", "O", "H", "H", "H", "H", "H"],
  "positions_angstrom": [[2.20146, 0.97629, 0.99550], [1.43374, 1.23241, 0.04520], [-0.04630, 1.21561, 0.26863], [-0.81941, -0.06139, 0.07234], [-0.84823, -1.36585, -0.49293], [0.31790, -1.91653, -0.81881], [-1.82402, -2.12697, -0.26221], [1.80654, 1.20180, -1.06648], [-0.70942, 1.90875, -0.30576], [-0.11709, 1.47321, 1.32662], [-1.69977, 0.09178, 0.38598], [0.30460, -2.62910, -0.14808]],
  "forces_ev_per_a": [[-2.84, 1.35, -2.97], [3.80, -2.66, -0.16], [-0.91, -0.48, 0.05], [2.28, -0.30, -1.66], [-0.01, -2.71, 1.87], [-0.05, 1.07, 0.46], [1.14, 3.29, -0.55], [-0.42, 0.56, 1.90], [0.74, -0.03, 0.17], [-0.71, -0.14, 0.31], [-3.84, 0.70, 1.45], [0.82, -0.65, -0.86]],
  "nbo_charge": [-0.40, 0.37, -0.35, -0.18, 0.80, -0.63, -0.33, 0.18, 0.30, 0.30, 0.42, 0.53]
}

Entry 4:
{
  "formula": "C13H17BF16N2O5",
  "method": "wB97M-V/def2-TZVPD",
  "homo_energy_ev": -9.2121,
  "e_lumo_ev": 0.2805,
  "smiles": "FC(F)C(F)(F)COC(F)(F)C(F)F.FC(F)C(F)(F)COC(F)(F)C(F)F.CN(C)B(O)NC(=O)O",
  "homo_lumo_gap_ha": 0.3488,
  "symbols": ["F", "C", "F", "C", "F", "F", "C", "O", "C", "F", "F", "C", "F", "F", "H", "H", "H", "H", "F", "C", "F", "C", "F", "F", "C", "O", "C", "F", "F", "C", "F", "F", "H", "H", "H", "H", "C", "N", "C", "B", "O", "N", "C", "O", "O", "H", "H", "H", "H", "H", "H", "H", "H", "H"],
  "positions_angstrom": [[0.60803, -0.12388, -1.20460], [0.82491, -1.40367, -1.56112], [1.80515, -1.90134, -0.76814], [1.28807, -1.49485, -3.01953], [2.47659, -0.88100, -3.15963], [1.47026, -2.83279, -3.23917], [0.30723, -1.02797, -4.10212], [0.51769, 0.27358, -4.60820], [-0.08368, 1.36748, -4.06558], [-0.92447, 1.04831, -3.06399], [-0.82199, 1.96262, -5.03289], [0.94882, 2.40981, -3.60846], [1.76014, 1.88444, -2.67292], [0.28175, 3.45125, -3.05888], [-0.08471, -1.98788, -1.40361], [0.49770, -1.68605, -4.94836], [-0.72472, -1.18358, -3.78665], [1.53913, 2.75624, -4.45776], [5.00355, -4.50804, 4.40232], [4.32464, -5.62301, 4.73610], [5.13974, -6.68591, 4.56297], [3.09448, -5.79571, 3.83742], [3.47965, -5.98714, 2.56285], [2.50241, -6.94862, 4.28059], [2.00417, -4.71999, 3.91558], [2.02189, -3.74120, 2.89896], [2.70065, -2.56641, 3.03610], [3.26100, -2.43859, 4.25137], [1.80570, -1.55623, 2.89875], [3.73574, -2.38242, 1.91681], [4.63905, -3.38173, 1.95458], [4.38175, -1.21216, 2.11565], [4.02908, -5.56974, 5.78705], [1.07335, -5.26280, 3.75829], [1.96562, -4.27701, 4.91106], [3.24067, -2.37013, 0.94722], [-2.88985, 2.81867, 0.26191], [-2.89763, 4.18411, -0.25090], [-2.61033, 4.25674, -1.68980], [-3.88213, 5.13088, 0.20801], [-3.58812, 6.47847, 0.19404], [-5.23010, 4.82757, 0.69466], [-6.15434, 4.15060, -0.12687], [-7.10041, 4.66480, -0.63588], [-5.88511, 2.83963, -0.30785], [-3.01105, 2.08777, -0.54234], [-1.93596, 2.60709, 0.75443], [-3.66716, 2.66865, 1.01389], [-3.40846, 3.79445, -2.28362], [-1.66988, 3.75078, -1.90638], [-2.51420, 5.29870, -1.99344], [-2.63692, 6.61312, 0.21850], [-5.68245, 5.69417, 0.96816], [-5.32495, 2.52994, 0.41142]],
  "forces_ev_per_a": [[0.02, 0.01, 0.02], [0.00, -0.03, -0.01], [-0.03, 0.01, 0.00], [0.05, 0.03, 0.02], [0.00, -0.02, 0.00], [0.00, 0.00, 0.00], [-0.24, -0.20, -0.25], [0.38, 0.09, 0.22], [-0.14, 0.03, -0.15], [-0.02, 0.03, 0.04], [-0.06, -0.02, 0.03], [-0.04, -0.04, -0.02], [-0.01, -0.01, 0.01], [0.11, 0.04, -0.05], [0.00, 0.00, 0.00], [-0.01, 0.03, 0.00], [0.04, 0.04, 0.09], [0.00, 0.01, 0.00], [0.03, 0.00, 0.00], [-0.04, -0.03, 0.00], [0.02, 0.01, 0.00], [0.04, -0.01, -0.05], [-0.01, -0.02, 0.01], [0.01, 0.00, 0.00], [-0.36, 0.01, 0.19], [0.33, -0.18, -0.25], [-0.18, 0.13, 0.03], [0.04, 0.02, 0.00], [0.01, 0.03, 0.07], [-0.01, 0.00, 0.00], [0.01, 0.00, 0.02], [0.01, 0.01, 0.00], [0.01, 0.01, 0.00], [0.00, 0.03, 0.00], [0.11, -0.01, -0.01], [0.00, 0.00, -0.01], [0.34, 0.08, -0.02], [-0.79, -0.26, -0.10], [0.35, 0.09, 0.22], [0.21, 0.08, 0.10], [-0.09, -0.15, 0.23], [-0.16, 0.28, -0.25], [0.45, -0.30, 0.24], [-0.39, 0.16, -0.11], [-0.21, -0.02, -0.07], [-0.17, 0.00, 0.05], [-0.02, -0.05, -0.04], [0.17, 0.02, 0.09], [0.05, -0.04, 0.01], [-0.07, 0.05, -0.03], [0.00, -0.02, -0.04], [0.07, 0.07, -0.20], [0.06, -0.01, 0.06], [0.14, 0.03, -0.10]],
  "nbo_charge": [-0.32, 0.52, -0.33, 0.60, -0.30, -0.33, -0.13, -0.51, 0.85, -0.32, -0.32, 0.50, -0.32, -0.33, 0.14, 0.23, 0.21, 0.15, -0.32, 0.52, -0.32, 0.60, -0.31, -0.33, -0.13, -0.51, 0.85, -0.32, -0.33, 0.50, -0.32, -0.32, 0.14, 0.23, 0.21, 0.16, -0.39, -0.72, -0.41, 1.13, -0.88, -0.93, 0.90, -0.58, -0.68, 0.19, 0.20, 0.17, 0.18, 0.21, 0.21, 0.50, 0.42, 0.49]
}

Entry 5:
{
  "formula": "C6H10NaO8",
  "method": "wB97M-V/def2-TZVPD",
  "homo_energy_ev": -2.6963,
  "e_lumo_ev": 1.2919,
  "total_charge": -1,
  "homo_lumo_gap_ha": 0.1466,
  "symbols": ["Na", "C", "C", "C", "O", "C", "C", "C", "O", "O", "O", "H", "H", "O", "H", "H", "O", "H", "H", "O", "H", "H", "O", "H", "H"],
  "positions_angstrom": [[11.43667, -7.40674, -21.16300], [10.96737, -2.99612, -20.28465], [10.03383, -2.30876, -19.43363], [8.89938, -3.17948, -18.76700], [8.26688, -2.72728, -17.81055], [8.78321, -4.53432, -19.21449], [9.62476, -5.10189, -20.14734], [10.86543, -4.33826, -20.57507], [11.77126, -4.93766, -21.24607], [9.36966, -6.23611, -20.67260], [10.07911, -1.11352, -19.15627], [11.76508, -2.38958, -20.69512], [7.93411, -5.08199, -18.82594], [11.77632, -9.18535, -19.06091], [12.08906, -8.67146, -18.30700], [11.81962, -10.10046, -18.76981], [11.09310, -7.99489, -23.63427], [10.56369, -7.21824, -23.86587], [11.21029, -8.47020, -24.46183], [9.43377, -9.44136, -21.47327], [9.58738, -9.93089, -22.28747], [8.47941, -9.46400, -21.34494], [13.95275, -8.00751, -21.32001], [14.05922, -8.71059, -21.96973], [14.46442, -7.26755, -21.67089]],
  "forces_ev_per_a": [[-0.55, 0.63, 0.15], [-0.75, 0.78, 0.64], [-0.29, -0.35, -0.03], [0.88, -0.56, 0.60], [-0.15, 0.29, -0.44], [-0.24, 0.85, 0.16], [-1.00, -0.56, -0.10], [0.95, 0.22, -0.70], [-0.22, -1.06, 0.01], [1.05, -0.34, -0.14], [0.11, 0.14, -0.09], [0.18, -0.18, -0.02], [0.00, -0.21, -0.09], [0.14, 0.11, 0.06], [-0.07, 0.03, -0.10], [-0.08, 0.02, -0.07], [-0.02, 0.03, -0.17], [0.05, -0.02, 0.26], [0.05, 0.06, 0.03], [0.11, -0.34, -0.04], [-0.03, 0.13, -0.01], [0.09, 0.28, 0.10], [-0.01, -0.03, -0.14], [0.00, 0.05, 0.05], [-0.20, 0.06, 0.09]],
  "nbo_charge": [0.93, -0.54, 0.44, 0.44, -0.64, -0.54, 0.38, 0.39, -0.82, -0.81, -0.64, 0.19, 0.19, -0.94, 0.48, 0.47, -0.96, 0.50, 0.47, -0.93, 0.46, 0.48, -0.95, 0.47, 0.49]
}